(1)
The following is a quantum chemistry calculation of a molecular structure, C31H47Cl3IrN11PS3Si, from the Open Molecules 2025 dataset.

CARTESIAN COORDINATES (ANGSTROEM)
Ir (0.11, -0.19, -0.24)
C (-4.26, 3.65, -0.89)
Si (-4.30, 2.93, -2.63)
C (-5.96, 2.02, -3.01)
C (-4.06, 4.27, -3.99)
C (-2.91, 1.63, -2.95)
C (-2.67, 1.26, -4.27)
C (-1.61, 0.43, -4.59)
C (-0.78, -0.02, -3.57)
N (-0.99, 0.28, -2.30)
C (-2.05, 1.06, -1.99)
S (-2.22, 1.21, -0.28)
H (-4.94, 4.50, -0.84)
H (-3.28, 4.01, -0.61)
H (-4.58, 2.94, -0.13)
H (-6.77, 2.72, -2.87)
H (-6.09, 1.19, -2.32)
H (-5.99, 1.64, -4.03)
H (-4.78, 5.06, -3.83)
H (-4.20, 3.89, -4.99)
H (-3.06, 4.70, -3.92)
H (-3.31, 1.62, -5.07)
H (-1.42, 0.15, -5.62)
H (0.06, -0.65, -3.80)
C (-3.92, -3.01, 2.60)
N (-2.96, -2.24, 3.50)
C (-1.97, -3.25, 4.10)
N (-1.34, -3.98, 3.08)
C (-2.30, -4.70, 2.26)
N (-3.21, -3.75, 1.63)
C (-2.59, -2.95, 0.61)
P (-1.23, -1.86, 1.31)
C (-2.25, -1.19, 2.74)
C (-0.39, -3.22, 2.30)
H (-4.60, -2.30, 2.12)
H (-4.51, -3.69, 3.23)
H (-3.49, -1.81, 4.26)
H (-2.54, -3.92, 4.75)
H (-1.24, -2.70, 4.70)
H (-2.87, -5.39, 2.88)
H (-1.78, -5.28, 1.50)
H (-3.33, -2.33, 0.12)
H (-2.14, -3.61, -0.15)
H (-2.98, -0.48, 2.33)
H (-1.59, -0.63, 3.42)
H (0.35, -2.79, 2.98)
H (0.13, -3.88, 1.60)
N (6.33, -3.51, 3.07)
C (5.43, -2.96, 2.63)
C (4.33, -2.28, 2.06)
C (3.28, -1.80, 2.84)
C (2.21, -1.18, 2.21)
N (2.12, -1.04, 0.88)
C (3.15, -1.46, 0.15)
C (4.27, -2.08, 0.68)
H (3.30, -1.89, 3.91)
H (1.39, -0.77, 2.79)
H (3.08, -1.28, -0.92)
H (5.08, -2.40, 0.04)
Cl (-1.83, 2.80, 3.98)
C (-0.16, 2.16, 3.87)
Cl (0.04, 0.75, 4.97)
Cl (1.05, 3.41, 4.28)
C (0.06, 1.67, 2.55)
N (0.23, 1.23, 1.50)
C (1.28, -5.12, -3.22)
N (1.85, -3.83, -3.48)
C (2.79, -3.56, -4.44)
C (3.08, -2.23, -4.37)
N (2.32, -1.71, -3.37)
C (1.56, -2.69, -2.83)
S (0.43, -2.54, -1.56)
H (1.68, -5.85, -3.92)
H (0.20, -5.09, -3.33)
H (1.52, -5.44, -2.20)
H (3.18, -4.32, -5.08)
H (3.76, -1.64, -4.96)
H (2.31, -0.74, -3.08)
C (5.58, 3.58, 1.39)
C (4.65, 2.47, 1.85)
N (3.83, 1.91, 0.77)
C (2.72, 2.46, 0.26)
S (1.96, 1.62, -1.05)
N (2.26, 3.60, 0.73)
C (1.13, 4.39, 0.27)
C (1.55, 5.84, 0.09)
H (6.17, 3.93, 2.24)
H (5.05, 4.44, 0.98)
H (6.28, 3.22, 0.64)
H (3.99, 2.81, 2.65)
H (5.24, 1.64, 2.25)
H (4.24, 1.16, 0.25)
H (2.81, 4.05, 1.45)
H (0.33, 4.31, 1.01)
H (0.78, 3.97, -0.68)
H (1.96, 6.26, 1.00)
H (0.69, 6.44, -0.18)
H (2.29, 5.94, -0.70)

Its HOMO energy (alpha / beta) is -17.7 / -17.6 eV. Its HOMO-LUMO gap (alpha / beta) is 0.200 / 0.196 Ha. The spin multiplicity is 2. The total charge is +4.

=====

(2)
The following is a quantum chemistry calculation of a molecular structure, C26H25Cl4GeMoN5S3, from the Open Molecules 2025 dataset.

CARTESIAN COORDINATES (ANGSTROEM)
Mo (0.14, 0.62, 0.60)
C (1.23, -2.86, 1.51)
N (1.29, -2.00, 0.31)
C (2.72, -1.67, 0.05)
C (3.05, -0.22, -0.26)
N (2.47, 0.75, 0.71)
C (3.08, 0.51, 2.08)
C (2.75, 2.14, 0.33)
C (3.82, 2.49, -0.49)
C (4.09, 3.83, -0.77)
C (3.30, 4.82, -0.20)
C (2.22, 4.47, 0.60)
C (1.93, 3.14, 0.86)
S (0.50, 2.70, 1.80)
C (0.72, -2.69, -0.83)
C (0.84, -4.07, -0.99)
C (0.40, -4.69, -2.15)
C (-0.21, -3.93, -3.15)
C (-0.36, -2.56, -2.98)
C (0.12, -1.93, -1.83)
S (-0.02, -0.18, -1.73)
H (1.86, -3.75, 1.39)
H (0.21, -3.16, 1.71)
H (1.60, -2.31, 2.37)
H (3.08, -2.25, -0.80)
H (3.30, -2.00, 0.91)
H (2.70, 0.05, -1.25)
H (4.14, -0.16, -0.25)
H (3.64, 1.40, 2.38)
H (3.78, -0.32, 2.03)
H (2.33, 0.30, 2.82)
H (4.47, 1.74, -0.92)
H (4.92, 4.08, -1.40)
H (3.51, 5.87, -0.40)
H (1.57, 5.23, 1.02)
H (1.29, -4.68, -0.22)
H (0.49, -5.76, -2.26)
H (-0.59, -4.41, -4.04)
H (-0.85, -1.97, -3.73)
N (-3.72, 2.13, -0.17)
C (-4.24, 1.20, 0.72)
C (-5.55, 0.97, 1.12)
C (-5.74, -0.07, 2.00)
C (-4.66, -0.86, 2.44)
C (-3.37, -0.61, 2.04)
C (-3.15, 0.45, 1.16)
N (-1.98, 0.97, 0.55)
C (-2.40, 1.95, -0.24)
C (-1.47, 2.68, -1.08)
C (-1.69, 3.66, -1.98)
S (-0.22, 4.10, -2.72)
C (0.61, 2.96, -1.78)
N (-0.15, 2.29, -0.97)
H (-4.24, 2.83, -0.67)
H (-6.37, 1.57, 0.76)
H (-6.74, -0.30, 2.35)
H (-4.85, -1.68, 3.12)
H (-2.56, -1.23, 2.38)
H (-2.63, 4.13, -2.26)
H (1.68, 2.81, -1.87)
Cl (-2.63, -5.79, -1.01)
Ge (-2.44, -3.81, -0.18)
Cl (-2.94, -4.02, 1.92)
Cl (-3.97, -2.61, -1.13)
Cl (-0.12, -0.31, 2.67)

Its HOMO energy (alpha / beta) is -10.3 / -10.7 eV. Its HOMO-LUMO gap (alpha / beta) is 0.239 / 0.227 Ha. The spin multiplicity is 4. The total charge is +1. The energy above the lowest of the compared OMol25 structures with the same formula, charge and spin comes out at 10.5 kcal/mol.

=====

In the order shown, the computed F_max values come out to 3.2, 1.0 eV/Å.
In the order shown, the computed electronic energy values come out to -139341.4325, -175785.6981 eV.